The following is a DFT calculation (wB97M-V/def2-TZVPD) of a structure of composition C16H41N5O12V.

## Properties
- ⟨S²⟩ = 0.774
- spin multiplicity = 2
- energy above the lowest of the compared OMol25 structures with the same formula, charge and spin (kcal per mole) = 21.6
- strongest force on any atom (eV/Å) = 1.99
- LUMO energy (spin up / spin down) (eV) = 0.0 / 0.1

```
75
Properties=species:S:1:pos:R:3:forces:R:3
V -1.720343 -0.997913 -0.207172 1.1 1.4 0.9
O 0.068129 -0.916021 -2.649605 0.1 0.1 0.4
O -1.288469 2.082759 -1.086357 -0.7 0.0 0.0
O -0.488905 -4.009707 2.522479 0.2 0.4 0.0
O 7.641134 5.347373 -0.240733 0.6 -0.3 0.5
O -2.278271 0.539722 1.382017 -0.2 -0.9 -0.1
O -0.307717 -0.393532 0.024742 -0.6 -0.5 -0.5
O 0.748993 -2.892997 1.124954 -1.0 -0.1 0.6
O -2.500607 0.348392 -1.671094 -0.1 -0.3 0.6
O -6.145260 -2.902822 -0.193361 0.1 0.0 0.2
O -1.971582 1.871833 -3.122010 -0.6 0.0 0.6
O 3.433920 1.484931 1.728454 -0.4 0.0 0.4
O -1.397165 -2.478923 1.325824 -0.9 0.6 -0.7
N -1.937715 1.509339 -1.952648 1.6 -0.6 -0.5
N -0.330524 -3.137591 1.688177 0.8 -0.4 -0.9
N -4.009207 -1.335795 0.251259 -0.5 -0.5 -0.1
N 5.871144 2.760400 1.519295 0.1 0.7 -0.1
N -1.882569 -2.610795 -1.664619 0.3 -0.1 -0.2
C 0.156654 -2.226891 -3.065998 -0.5 -0.3 -1.0
C 5.338036 2.366586 2.808067 -0.1 -0.1 0.0
C 4.469341 1.149175 2.630312 0.5 -0.3 -0.2
C -0.554477 -3.157516 -2.115238 -0.1 -1.0 -0.1
C -1.480575 1.478016 2.067044 -0.1 1.0 0.5
C -3.646379 0.530276 1.763816 0.1 0.8 0.3
C 6.568520 4.051983 1.586531 -0.1 0.2 0.5
C 2.324756 0.604921 1.800975 0.5 -0.7 -0.1
C -4.128915 -0.882746 1.645673 -0.2 0.1 0.2
C 6.538103 5.368306 -1.103863 -0.8 0.5 0.1
C -0.769958 -4.488216 -2.849424 -0.8 -0.2 0.2
C 0.738907 -0.029225 -3.498740 0.2 0.6 -0.3
C -6.421189 -1.533190 -0.400136 -0.2 -0.1 -0.2
C 7.703816 4.169931 0.573389 -0.3 -0.1 -1.1
C -5.095257 -0.846131 -0.629307 0.8 1.1 -0.7
C -7.288152 -3.696015 0.065097 -0.2 -0.1 0.3
H -7.303660 -4.523816 -0.641911 -0.1 0.0 0.0
H -2.437306 -2.377789 -2.494039 0.3 0.4 0.1
H -1.101425 -5.281205 -2.170557 0.2 0.1 0.1
H 6.822901 5.700636 -2.102460 0.3 -0.2 0.0
H 6.035223 4.399459 -1.167113 0.1 -0.1 -0.1
H 5.081899 2.897308 0.894916 0.0 -0.3 -0.1
H -1.949905 2.472078 2.017612 0.1 -0.2 -0.2
H 0.042081 -3.367570 -1.224465 -0.1 0.4 0.1
H -2.400064 -3.399778 -1.270224 0.2 0.1 0.3
H -3.465797 -1.518322 2.237065 0.0 0.1 0.0
H 0.528530 0.983620 -3.160320 0.0 -0.1 0.1
H 2.635255 -0.433436 1.606238 0.0 0.1 -0.1
H 0.379760 -0.100411 -4.534514 0.0 -0.2 0.1
H -4.151320 -2.350050 0.239298 0.2 0.2 0.3
H -0.321081 -2.313093 -4.066923 -0.1 0.0 0.2
H 1.174602 -2.602986 -3.243717 0.1 0.2 0.4
H 5.844142 4.869879 1.479280 0.2 0.1 -0.2
H 8.680135 4.143153 1.050713 0.0 0.3 0.0
H -6.983108 -1.093094 0.435115 0.2 -0.2 0.1
H 1.820903 -0.197351 -3.477191 0.0 -0.1 0.0
H 1.863194 0.580007 2.798234 0.0 0.4 -0.1
H -5.170297 0.244539 -0.556432 -0.2 -0.2 0.5
H 5.794560 6.099607 -0.745715 0.1 -0.2 0.0
H -3.809993 0.859433 2.798829 0.5 -0.1 0.0
H 6.198884 2.122615 3.433329 -0.2 0.0 0.3
H 6.991161 4.216691 2.583635 -0.1 -0.3 0.0
H 7.659651 3.294258 -0.094069 0.0 0.1 0.2
H -1.600764 -4.385714 -3.559989 0.3 0.1 -0.2
H 4.087459 0.810577 3.600500 -0.2 0.0 -0.1
H -5.125130 -0.936487 2.104820 -0.1 -0.2 -0.5
H -7.055375 -1.446117 -1.291948 0.1 0.3 0.0
H -4.144413 1.303423 1.161935 -0.3 -0.5 -0.2
H -0.500334 1.539704 1.614774 0.0 -0.2 -0.2
H -4.762732 -0.901269 -1.673599 0.0 -0.6 0.2
H 0.107566 -4.850954 -3.379883 0.1 0.1 0.0
H 1.617385 0.874697 1.025120 -0.1 0.2 0.1
H -1.394989 1.250404 3.137503 0.0 -0.4 -0.2
H -8.210705 -3.112059 0.000053 0.1 -0.1 -0.3
H -7.264127 -4.099209 1.082838 0.2 0.0 -0.1
H 4.726292 3.141576 3.300301 0.2 0.1 0.0
H 5.102725 0.359131 2.195152 -0.3 -0.1 0.1
```
Forces are in eV/Å.

The following is a DFT calculation (wB97M-V/def2-TZVPD) of a structure of composition C41H62N4O3P2RuSe.

## Properties
- strongest force on any atom (eV/Å) = 4.05
- charge = +2
- LUMO energy (spin up / spin down) (eV) = -8.1 / -8.1

```
114
Properties=species:S:1:pos:R:3:forces:R:3
Ru -0.049800 -0.594500 0.558800 -1.7 3.5 0.9
Se 0.517400 -2.885000 -0.018000 0.8 0.5 0.2
P -2.331200 -0.382700 -0.018000 -0.6 -0.7 0.1
P 2.258200 -0.098300 0.600800 0.8 -0.5 0.5
O -0.313700 -1.384500 2.819000 0.6 -0.6 -0.7
O -1.327200 -0.396300 4.419900 -0.4 0.3 0.8
O -1.162700 0.535000 2.495800 0.5 0.9 -2.0
N -0.075500 1.394500 -0.237900 0.0 -3.9 1.0
N -0.824800 -5.130100 -1.168000 0.0 0.2 0.9
N -0.951600 -0.402100 3.291800 0.4 -1.2 0.5
N -0.925100 -5.141500 1.039000 0.2 0.5 -0.8
C 1.498600 -5.908600 -3.209200 0.0 0.1 0.2
C -1.206500 2.111200 -0.036800 -1.3 0.7 -0.1
C 1.586400 -5.296200 3.127600 -0.1 -0.2 -0.1
C -3.618300 3.549700 0.190200 0.3 -0.1 0.0
C -3.190000 -2.402700 1.652700 0.3 0.1 0.1
C -2.382300 4.198500 0.295900 -0.1 -0.1 0.0
C 2.918400 -1.078000 3.066600 -0.1 0.0 -0.1
C -3.891800 -0.240400 -2.425300 -0.1 -0.1 0.1
C 3.476000 2.166900 -0.600100 -0.2 0.0 0.1
C -1.442900 -0.673500 -2.600200 0.2 -0.2 0.1
C 3.453100 3.311700 -1.396300 -0.3 -0.1 0.0
C -0.681400 -4.657800 -2.530700 0.4 0.5 -0.7
C 1.060500 1.993100 -0.692400 1.6 0.7 -0.5
C 2.316900 1.479500 -0.293500 -0.5 0.0 0.0
C -3.638400 -1.024200 1.161000 0.3 0.1 -0.1
C 4.880000 -1.111300 -0.037900 -0.1 0.0 0.1
C -1.204100 3.507300 0.182300 0.2 0.0 0.0
C -1.897900 -7.390600 -1.546500 0.0 0.0 0.0
C -5.062800 -1.100100 0.628200 0.1 0.1 0.1
C -1.499200 -6.316100 0.606600 -0.1 -0.5 -0.9
C 2.295100 1.389600 2.911100 0.0 0.0 0.0
C 3.016400 0.212500 2.259000 -0.1 0.1 -0.3
C -0.817000 -4.729600 2.422700 0.1 0.1 0.9
C -2.700900 -0.927000 -1.767900 0.3 0.1 0.2
C 2.028200 -6.426000 -1.877800 0.0 -0.1 -0.2
C -3.628100 2.155100 0.082100 0.2 0.0 0.1
C 0.747000 -4.585200 -3.081200 0.0 -0.2 0.1
C -2.483100 -8.426600 -0.848700 0.0 0.0 -0.1
C -2.601600 -8.404200 0.545700 0.1 0.1 0.1
C 3.104100 -1.049600 -1.846300 -0.2 -0.1 0.1
C 3.395200 -1.232500 -0.355700 -0.2 0.0 0.1
C 2.185700 -5.805300 1.823300 0.0 0.2 0.1
C -0.547800 -4.437500 -0.043200 -0.5 0.1 -0.4
C 1.047200 3.104900 -1.563000 -0.2 -0.2 0.1
C -2.107300 -7.358600 1.297500 0.0 0.0 0.0
C -4.878300 4.334500 0.232800 -0.2 0.1 0.1
C -2.454800 1.433100 0.000300 0.3 -0.1 -0.2
C 0.098900 -5.604600 3.283700 0.2 0.2 -0.1
C -1.419000 -6.318800 -0.800600 -0.3 -0.4 0.8
C 2.218600 3.733000 -1.909000 0.2 -0.1 0.1
C 4.705700 4.030600 -1.744700 0.1 0.1 -0.1
H -4.836700 -0.518000 -1.971900 -0.1 0.0 0.0
H 1.208600 1.293900 2.834300 0.0 0.0 0.1
H -1.281400 0.396600 -2.723300 0.0 0.1 -0.1
H -1.112200 -3.651000 -2.578300 -0.1 -0.2 0.0
H -0.077200 -6.659500 3.074700 -0.1 -0.1 0.1
H -3.782800 -2.715300 2.512200 -0.1 0.0 0.0
H -1.552200 -1.110600 -3.589600 -0.1 0.0 -0.2
H 2.347100 -5.732500 -3.872400 0.0 -0.1 -0.1
H 2.729800 -7.238300 -2.043200 0.1 -0.1 0.1
H 0.656300 -4.134100 -4.070800 0.0 0.1 0.0
H 4.068100 0.479800 2.102900 -0.1 -0.1 0.0
H 4.990400 3.786300 -2.769100 0.1 0.0 -0.1
H 2.112700 -5.770800 3.955900 0.0 0.1 0.1
H 5.425100 -1.822900 -0.657600 0.1 0.0 0.0
H 5.085400 -1.351200 1.002400 0.1 0.0 0.1
H 2.584300 2.329700 2.440700 0.0 0.0 0.0
H -5.702300 3.795400 -0.230000 0.0 0.0 0.0
H 4.563200 5.108400 -1.702700 0.0 0.1 0.0
H 1.341100 -3.912200 -2.457000 0.0 0.1 -0.2
H -2.193600 -7.351800 2.371300 0.0 0.0 0.1
H 2.550900 1.448600 3.968600 0.0 0.0 0.0
H 5.267000 -0.119500 -0.254500 0.1 0.1 0.0
H -5.719000 -1.372100 1.452200 -0.1 -0.1 0.0
H -3.606600 -0.313800 2.000300 0.1 -0.1 -0.2
H 3.078100 -2.249000 -0.067100 0.0 0.3 0.0
H 0.107400 3.431500 -1.986900 0.0 0.1 0.0
H -3.087500 -9.229100 1.042500 0.0 -0.1 0.1
H 1.950000 -6.856500 1.672000 0.0 -0.1 -0.1
H -3.784900 0.841500 -2.392400 0.0 0.1 0.0
H 2.187400 4.578200 -2.580800 0.0 0.1 -0.1
H 3.373400 -1.912300 2.533600 0.1 -0.1 0.0
H 1.738400 -4.217800 3.212000 0.1 0.1 0.1
H 1.818600 -5.239100 0.966200 0.1 -0.1 -0.1
H 3.428400 -0.964900 4.019800 0.1 0.0 0.1
H 3.531400 -1.871000 -2.417600 0.0 -0.1 0.0
H 1.876600 -1.328400 3.265100 0.0 0.0 0.0
H -1.808500 -7.427000 -2.620300 0.0 0.0 -0.1
H -2.885000 -2.008400 -1.704300 0.0 0.1 0.1
H 0.871000 -6.665200 -3.682000 0.0 0.0 -0.1
H -5.414200 -0.150700 0.240200 -0.1 0.0 -0.1
H -0.181000 -5.417000 4.321500 -0.1 -0.1 0.0
H -4.744700 5.295500 -0.262000 -0.1 0.0 0.0
H 2.549400 -5.630200 -1.347600 0.1 0.0 0.1
H -0.263600 4.022200 0.302100 0.0 0.1 0.0
H 1.229400 -6.803700 -1.245300 0.0 -0.1 0.2
H 3.528000 -0.119000 -2.218200 0.0 0.0 0.0
H -4.580800 1.649000 0.061600 0.0 0.0 0.0
H -0.437700 -3.704100 2.448000 -0.2 -0.1 -0.1
H -1.279600 -5.315400 -3.163400 0.0 0.1 0.1
H -2.858200 -9.281100 -1.389300 0.0 -0.1 -0.1
H -3.929600 -0.540900 -3.470100 0.0 0.0 -0.1
H -2.362000 5.262000 0.480100 0.0 0.1 0.0
H 5.524600 3.747900 -1.089400 0.1 0.0 0.0
H 4.420300 1.823900 -0.205900 0.1 -0.1 0.0
H -0.547100 -1.103900 -2.136100 -0.2 0.1 -0.2
H 2.023900 -1.027700 -2.029500 0.1 0.0 -0.1
H -3.308000 -3.154000 0.869200 0.0 -0.1 -0.1
H -2.142600 -2.383200 1.957700 -0.2 -0.1 0.0
H -5.159400 -1.863700 -0.139400 0.0 0.0 -0.1
H -1.824800 -4.741300 2.848200 0.0 0.1 -0.2
H -5.151400 4.543600 1.270100 0.0 0.0 0.0
H 3.267200 -5.706200 1.850200 0.1 0.0 -0.1
```
Forces are in eV/Å.

The following is a DFT calculation (wB97M-V/def2-TZVPD) of a cluster of 2 separate species, C3H7NOS in total.

## Properties
- SMILES string = [H]/N=C/O.CC=S
- energy above the lowest of the compared OMol25 structures with the same formula, charge and spin (kcal per mole) = 50.8
- strongest force on any atom (eV/Å) = 5.33
- LUMO energy (eV) = -0.1

```
13
Properties=species:S:1:pos:R:3:forces:R:3
S -1.318071 -2.086983 -0.682432 0.5 -0.8 -0.6
O 1.948728 -0.760387 0.557263 0.1 -0.8 1.0
N 1.717785 0.701365 -1.151650 -0.8 0.2 0.4
C 2.309270 0.334188 -0.102006 -0.9 -0.5 -0.9
C -2.174487 0.126058 0.564634 1.8 1.8 0.0
C -1.095993 -0.563046 -0.264447 -4.5 -1.8 2.3
H 3.169257 0.762008 0.353680 0.7 0.6 0.5
H -1.742034 0.457042 1.586216 -0.6 -0.1 -1.7
H -2.473831 0.985555 -0.084615 0.2 -0.1 1.0
H 1.910051 1.654181 -1.415435 0.7 0.1 -0.3
H 1.059977 -1.118123 0.364781 0.6 0.3 -0.5
H -3.054012 -0.439381 0.745694 -0.5 -0.9 0.0
H -0.256634 -0.052471 -0.471686 2.8 2.0 -1.0
```
Forces are in eV/Å.

The following is a DFT calculation (wB97M-V/def2-TZVPD) of a structure of composition C2H3O2Tl.

## Properties
- energy above the lowest of the compared OMol25 structures with the same formula, charge and spin (kcal per mole) = 32.2
- strongest force on any atom (eV/Å) = 9.21
- charge = +2
- LUMO energy (eV) = -16.1

```
8
Properties=species:S:1:pos:R:3:forces:R:3
Tl 8.184547 11.959387 -10.643022 0.0 0.4 -0.3
O 8.481694 13.686959 -12.998959 0.1 1.6 -3.2
O 7.457952 14.698196 -11.404216 -1.2 3.0 -1.2
C 7.699929 15.828161 -13.623668 -0.3 2.3 -2.0
C 7.851160 14.685886 -12.575384 1.2 -6.5 6.4
H 6.747933 16.312269 -13.357103 0.1 -0.4 0.2
H 8.585731 16.422759 -13.342877 0.0 -0.2 -0.1
H 7.702132 15.430424 -14.638351 0.2 -0.1 0.2
```
Forces are in eV/Å.

The following is a DFT calculation (wB97M-V/def2-TZVPD) of a structure of composition C23H16NiO5P.

## Properties
- ⟨S²⟩ = 2.030
- spin multiplicity = 3
- energy above the lowest of the compared OMol25 structures with the same formula, charge and spin (kcal per mole) = 0.0
- strongest force on any atom (eV/Å) = 7.28
- charge = +1
- LUMO energy (spin up / spin down) (eV) = -4.4 / -5.7

```
46
Properties=species:S:1:pos:R:3:forces:R:3
Ni -1.833307 -0.873426 -1.164124 -0.7 1.7 -1.0
P -0.251580 -0.099179 0.048285 3.4 1.7 1.3
O -2.413877 1.764762 -3.034163 -0.1 -2.0 3.0
O -1.412047 -3.706259 -0.747937 -0.1 3.4 -0.7
O -4.026883 -1.626736 -3.028977 1.5 0.1 0.4
O -3.741282 -0.239407 0.910614 1.5 -1.3 -2.5
O -1.335814 -2.571303 -4.183477 0.0 2.1 2.0
C -0.093376 -2.149025 1.947635 0.3 0.1 0.0
C 1.128766 0.373657 -1.069880 -0.1 0.2 -0.2
C -1.576310 -1.599801 -3.467268 0.8 -0.4 -2.6
C 0.553594 -2.954869 2.888046 -0.1 0.1 -0.1
C 3.204891 0.929249 -2.861395 -0.1 0.0 0.2
C -2.431691 1.134634 -2.066078 0.2 2.2 -3.0
C -0.746934 1.286631 2.455305 0.0 0.0 -0.3
C 2.002649 -1.022796 1.468974 -0.2 -0.1 0.0
C 1.602101 -0.637970 -1.922119 0.1 0.5 -0.1
C -3.136505 -0.664753 0.028593 -3.4 1.6 4.3
C -1.270157 2.349869 3.194784 0.1 0.0 -0.2
C 1.924235 -2.805237 3.110864 -0.1 0.1 -0.1
C 1.686883 1.658335 -1.127950 0.0 -0.2 -0.1
C -0.636076 1.377089 1.056344 -0.5 0.0 0.1
C -1.021237 2.562211 0.413152 -0.2 0.0 0.2
C -2.892456 -1.484769 -2.714596 -1.9 0.0 -1.4
C 2.714768 1.941902 -2.035428 -0.1 -0.3 0.1
C -1.661461 3.525355 2.550336 0.1 -0.2 -0.1
C 2.644976 -0.351368 -2.803528 0.0 -0.1 0.1
C -1.495285 -2.564203 -0.900328 0.7 -7.1 1.7
C -1.519769 3.629909 1.163225 0.1 0.0 -0.1
C 2.646360 -1.841511 2.400267 -0.2 0.1 -0.1
C 0.628281 -1.181825 1.233399 -0.3 -0.4 0.1
H -0.871322 -0.692937 -3.213828 -0.6 -1.5 -0.9
H -0.922221 2.647896 -0.673942 -0.1 0.1 0.4
H 4.034188 1.134056 -3.538053 -0.3 -0.1 0.1
H 1.160288 -1.639896 -1.890627 0.3 0.3 0.0
H 2.559315 -0.263771 0.915391 -0.1 -0.3 0.2
H 3.136039 2.947629 -2.078395 -0.1 -0.3 0.0
H -0.021075 -3.699635 3.439595 0.2 0.2 -0.1
H 3.029562 -1.149398 -3.432893 0.0 0.2 0.0
H -0.424360 0.375447 2.958538 -0.1 0.2 -0.1
H -1.788352 4.554346 0.655701 0.0 -0.2 0.1
H -1.371364 2.251827 4.275900 0.1 0.1 -0.3
H -1.164482 -2.261051 1.772473 0.2 -0.1 0.2
H 3.716499 -1.717248 2.562505 -0.3 -0.1 0.0
H 1.323894 2.437437 -0.461364 0.2 -0.2 -0.1
H 2.429512 -3.441151 3.838765 -0.1 0.2 -0.2
H -2.067574 4.357281 3.127655 0.1 -0.2 -0.2
```
Forces are in eV/Å.

The following is a DFT calculation (wB97M-V/def2-TZVPD) of a structure of composition C16H15CeClS.

## Properties
- strongest force on any atom (eV/Å) = 4.13
- LUMO energy (eV) = -0.7

```
34
Properties=species:S:1:pos:R:3:forces:R:3
Ce -0.471129 0.061586 -0.882791 0.5 -0.2 4.1
Cl 0.382733 2.018981 0.407864 0.3 1.1 0.4
S 0.176453 -1.999066 0.820108 -1.1 -1.4 -1.5
C -2.745237 -0.826265 -0.378648 -1.0 0.9 -0.4
C 2.323694 -0.810565 2.014380 -1.2 -0.3 -0.4
C -2.654949 0.815520 -2.042775 -0.3 0.0 1.1
C -2.783255 -0.600544 -1.807250 -0.3 0.4 1.1
C 0.902375 -0.991978 1.963480 1.5 2.2 2.6
C 2.916756 -0.006417 2.970382 0.1 0.2 0.3
C 0.601155 0.890477 -2.971027 0.7 -1.3 -0.3
C 0.472523 -1.427218 -2.597606 0.9 1.1 -1.0
C 0.140718 -0.298910 2.964894 0.4 -0.8 -1.1
C -2.584315 0.458865 0.274458 -1.2 0.0 -1.3
C -2.537786 1.478497 -0.764899 -1.0 -1.0 0.0
C -0.119262 -0.317613 -3.324768 1.4 -0.2 -0.1
C 1.652058 0.521807 -2.046757 0.2 -1.0 -1.3
C 0.752168 0.503601 3.910228 0.1 0.2 0.3
C 2.139780 0.655656 3.924214 0.1 0.1 0.0
C 1.567700 -0.902875 -1.812710 0.6 0.5 -1.7
H 0.349002 1.914613 -3.278851 0.2 -0.6 0.2
H 2.318013 1.212569 -1.519319 -0.3 -0.4 -0.4
H 2.617387 1.288624 4.679641 -0.2 -0.3 -0.3
H 2.924808 -1.330507 1.267210 -0.1 0.1 0.2
H 0.140822 1.021797 4.657966 0.2 -0.2 -0.3
H -0.944952 -0.423322 2.948253 0.3 0.0 0.1
H -2.370371 0.616752 1.339166 -0.2 0.0 -0.6
H -2.582359 1.312195 -3.019698 -0.1 -0.3 0.6
H -2.713247 -1.804281 0.124037 -0.1 0.7 -0.3
H -2.318058 2.544000 -0.602624 -0.3 -0.7 -0.1
H 2.163999 -1.459802 -1.084454 -0.3 0.3 -0.5
H 0.098077 -2.458719 -2.566335 0.2 0.6 0.0
H -0.998049 -0.375684 -3.977303 0.6 0.0 0.3
H 4.006836 0.108202 2.981817 -0.4 0.0 0.0
H -2.824087 -1.389978 -2.570282 -0.1 0.5 0.4
```
Forces are in eV/Å.